Record 1
Molecular formula: C4H13NOS
Method: DFT, ωB97M-V/def2-TZVPD

Results
2S+1 = 1
highest occupied orbital energy = -8.76 eV
energy above the lowest of the compared OMol25 structures with the same formula, charge and spin = 0.6404 eV
SMILES string = C[C@@H](N)CCS.O
net charge = 0

```
20
C4H13NOS ωB97M-V/def2-TZVPD
C 1.09758 1.51213 -1.11195
C 0.20073 0.43863 -0.44087
N -1.05137 0.34164 -1.13120
C 0.99000 -0.84954 -0.26173
C 0.41342 -1.86613 0.73980
S -0.00675 -1.17427 2.34351
H 2.08998 1.59366 -0.66175
H 0.61062 2.47914 -0.95758
H 1.18736 1.30549 -2.17860
H 0.01632 0.89587 0.54055
H -1.51154 1.20325 -1.38454
H -1.20000 -0.42575 -1.76230
H 1.06355 -1.39300 -1.21444
H 2.01799 -0.60273 0.00132
H -0.35298 -2.49643 0.29996
H 1.17175 -2.62977 0.95585
H 1.15516 -1.40175 3.01613
O -2.80873 1.38188 0.95118
H -2.88549 0.50091 0.57795
H -2.19760 1.18677 1.67871
```

=====

Record 2
Molecular formula: C37H61N4O4
Method: DFT, ωB97M-V/def2-TZVPD

Results
2S+1 = 1
highest occupied orbital energy = -6.69 eV
net charge = +1

```
106
C37H61N4O4 ωB97M-V/def2-TZVPD
C -25.47637 8.72665 39.77323
N -26.98110 8.87378 39.94155
C -27.76711 7.95682 39.34128
C -29.05579 8.27922 38.85391
C -29.49432 9.60351 39.12286
C -28.58751 10.52134 39.69738
C -27.39869 10.16132 40.10426
C -30.86979 10.01981 38.50826
C -31.73177 9.04826 37.89798
C -33.03273 9.39082 37.49739
N -33.46839 10.68622 37.69334
C -32.62330 11.66417 38.25973
C -31.43841 11.35901 38.81111
C -34.46893 11.22355 36.73632
H -25.02615 9.74959 40.14719
H -25.14739 8.55453 38.70128
H -25.18599 7.91745 40.25816
H -27.31172 7.06817 39.40842
H -29.43966 7.37317 38.41775
H -28.91103 11.43755 39.89124
H -26.79717 10.95416 40.47169
H -31.55733 8.01594 37.66888
H -33.54713 8.69370 36.97040
H -33.02754 12.70119 38.21831
H -30.84662 12.25430 39.10537
H -33.98245 11.54233 35.86640
H -34.78789 12.16958 37.18197
H -35.44379 10.62965 36.58789
C -39.98714 4.84009 40.34210
N -39.51178 4.51734 38.98166
C -38.97337 3.17232 38.90386
C -38.02932 2.77066 38.07739
C -37.38537 3.82857 37.40017
C -37.96260 5.17353 37.48943
C -38.95703 5.49764 38.30273
C -36.05501 3.65012 36.87272
C -35.72961 2.43252 36.06206
C -34.52474 2.24497 35.59975
N -33.55389 3.20330 35.92763
C -33.81494 4.35134 36.56023
C -35.05640 4.70756 36.88819
C -32.09323 2.86550 35.71294
H -40.73893 3.95521 40.52797
H -40.47373 5.77282 40.28297
H -39.22652 4.67030 41.08864
H -39.64999 2.51928 39.37164
H -37.60817 1.71921 38.20339
H -37.40570 6.04201 37.03417
H -39.39323 6.54237 38.17699
H -36.48359 1.82268 35.85086
H -34.35794 1.43299 34.90685
H -33.10710 5.14105 36.64991
H -35.04577 5.72512 37.30475
H -31.84503 1.93901 35.21081
H -31.48759 3.02795 36.56904
H -31.77313 3.75173 34.97990
C -30.27190 6.15600 35.97362
O -30.75507 5.49830 37.13333
H -30.00125 5.55258 35.18898
H -29.56315 6.97494 36.07091
H -31.15099 6.67743 35.56971
C -24.96582 10.86209 36.16770
C -26.17427 9.90498 36.14001
O -25.56062 8.62247 36.26707
C -26.46024 7.57527 35.86263
C -25.81570 6.29624 35.91478
H -24.41540 10.64853 36.96130
H -25.11886 11.94693 35.94210
H -24.40536 10.56676 35.38853
H -26.89072 10.11356 35.29154
H -26.99520 10.13824 36.91952
H -26.88022 7.90171 35.00115
H -27.36550 7.51515 36.78298
H -25.09407 6.09675 34.99187
H -26.50625 5.53853 35.91512
H -25.09991 6.32714 36.72389
C -32.57201 9.71127 33.63114
C -31.12190 9.82141 34.11565
O -31.03104 10.97663 34.78257
C -29.63589 11.10502 35.27745
C -29.57548 12.37697 35.96328
H -32.83070 10.57557 32.89478
H -33.19295 9.86183 34.55460
H -32.56570 8.64857 33.29294
H -30.37711 9.73190 33.57751
H -30.98972 9.01843 34.75195
H -29.04704 11.42209 34.27630
H -29.38155 10.14554 35.90348
H -29.49799 13.37304 35.33579
H -28.67678 12.44424 36.30359
H -30.11227 12.43530 36.88767
C -30.09057 1.30886 29.25416
C -29.53548 1.95443 30.56717
O -30.39156 3.13301 30.88450
C -29.80136 3.86918 31.89193
C -30.64365 5.04565 32.18441
H -31.09859 0.77840 29.48651
H -29.35312 0.33617 28.99565
H -30.15565 2.01465 28.28478
H -28.41647 2.40101 30.52292
H -29.42617 1.28222 31.51897
H -28.85222 4.34578 31.70390
H -29.75355 3.44432 32.93028
H -30.14356 5.64597 33.03155
H -31.72135 4.82942 32.35522
H -30.61959 5.64855 31.37017
```

=====

Record 3
Molecular formula: C24H46F3N3O19P
Method: DFT, ωB97M-V/def2-TZVPD

Results
2S+1 = 1
highest occupied orbital energy = -11.99 eV
net charge = +1

```
96
C24H46F3N3O19P ωB97M-V/def2-TZVPD
N -1.40430 1.60405 3.78742
P -2.29271 1.07517 2.51034
C -1.56345 -0.62281 1.98043
N -1.00670 -0.86775 0.57519
C -0.47984 -2.28708 0.53963
C 0.22790 -2.81261 -0.84298
C -0.30696 -4.26277 -1.39090
O -1.46448 -4.15518 -2.33166
C 0.93942 -4.89563 -2.30813
F 1.64802 -3.82276 -3.09663
F 1.94154 -5.53810 -1.38820
F 0.46340 -5.90616 -3.30192
C -0.73177 -2.99529 1.99663
N -1.40917 -1.90572 2.82419
H -2.03252 1.75726 4.60895
H -3.70786 1.00101 2.88239
H -2.13961 2.08843 1.46590
H -0.95154 -0.20293 -0.24164
H -0.05424 -2.01317 -1.68343
H 1.39341 -2.83864 -0.73372
H -0.63348 -5.02017 -0.55797
H -2.19533 -4.78788 -2.06718
H -0.41952 -4.08296 2.29720
H -1.71843 -1.94821 3.82578
C -1.91551 6.68855 7.69729
O -0.61500 6.10332 7.71800
C -0.36489 5.26181 6.68331
O -1.13926 4.98535 5.78056
O 0.89594 4.78131 6.82702
C 1.29925 3.87571 5.80166
H -2.00589 7.34219 8.56923
H -2.05146 7.29559 6.79643
H -2.68779 5.91553 7.76497
H 1.29182 4.37030 4.82498
H 0.65548 2.99023 5.79352
H 2.32221 3.55512 6.01698
C -8.21419 -4.02004 -1.64568
O -7.01719 -3.98283 -2.42030
C -6.32294 -2.82128 -2.31971
O -6.63787 -1.85382 -1.64453
O -5.21769 -2.92270 -3.10033
C -4.38552 -1.76443 -3.09263
H -8.68758 -4.99331 -1.80169
H -7.98780 -3.91425 -0.57981
H -8.91076 -3.24183 -1.97393
H -4.00605 -1.56845 -2.08458
H -4.92901 -0.89602 -3.47870
H -3.53290 -1.95641 -3.74972
C -5.15643 2.07074 -1.70699
O -3.95943 2.10795 -2.48162
C -3.26518 3.26950 -2.38102
O -3.58011 4.23696 -1.70584
O -2.15993 3.16808 -3.16165
C -1.32776 4.32635 -3.15394
H -5.62982 1.09747 -1.86301
H -4.93004 2.17653 -0.64112
H -5.85300 2.84896 -2.03524
H -0.94829 4.52233 -2.14589
H -1.87125 5.19476 -3.54001
H -0.47514 4.13437 -3.81103
C 6.21148 3.40181 10.52373
O 5.26654 4.37978 10.09375
C 4.02257 3.88997 9.86150
O 3.67461 2.72652 9.98931
O 3.23294 4.91883 9.46254
C 1.88472 4.54872 9.18065
H 7.17035 3.90385 10.67937
H 5.89921 2.95422 11.47277
H 6.34635 2.63206 9.75700
H 1.39944 4.14697 10.07601
H 1.84659 3.82481 8.36024
H 1.34500 5.44789 8.87114
C 2.00150 1.62035 -6.31113
O 1.06348 0.63236 -5.88896
C 1.45322 -0.64541 -6.12706
O 2.50051 -0.98964 -6.65215
O 0.47598 -1.47372 -5.67967
C 0.75145 -2.86065 -5.86591
H 1.58729 2.60367 -6.07199
H 2.94948 1.50661 -5.77548
H 2.15798 1.56661 -7.39335
H 1.64948 -3.15356 -5.31246
H 0.85798 -3.09355 -6.93033
H -0.09562 -3.42931 -5.47262
C 4.51913 -2.78287 -7.15159
O 4.91040 -4.14952 -7.26738
C 5.96811 -4.49517 -6.49081
O 6.57737 -3.75241 -5.73705
O 6.23040 -5.81026 -6.69812
C 7.32768 -6.31634 -5.94048
H 3.66581 -2.61825 -7.81526
H 4.20716 -2.55602 -6.12703
H 5.33233 -2.12058 -7.46567
H 7.12800 -6.23075 -4.86746
H 8.25318 -5.79531 -6.20610
H 7.44713 -7.37545 -6.18461
```

=====

Gap between HOMO and LUMO in eV, matching the order above: 9.46 1.67 6.99
E in eV, matching the order above: -18731.371 -53484.606 -86432.774